# 1
This record from OMol25 describes a molecular structure, C46H45N7O3S2Ti. The level of theory is wB97M-V/def2-TZVPD.

Cartesian coordinates (Å):
Ti -0.15 -0.84 0.17
C 2.67 -3.72 -0.97
C 2.08 -4.03 0.41
C 0.56 -4.10 0.51
N -0.26 -2.99 0.03
C -1.59 -3.32 -0.12
C -2.20 -4.50 0.25
C -3.56 -4.86 0.22
C -4.71 -4.15 -0.21
C -4.82 -2.94 -0.81
C -3.71 -2.07 -1.27
C -2.27 -2.11 -0.69
N -2.00 -1.04 0.29
C -2.95 -1.07 1.39
C -2.37 -0.41 2.62
C -1.15 -1.13 3.18
N 0.02 -1.04 2.31
C 1.21 -1.23 2.84
C 1.40 -1.69 4.17
C 2.52 -1.71 4.97
C 3.82 -1.27 4.73
C 4.28 -0.81 3.51
C 3.66 -0.74 2.28
C 2.33 -1.04 1.88
N 1.95 -1.13 0.62
C 2.93 -1.23 -0.45
C 2.52 -2.29 -1.47
H 2.23 -4.40 -1.70
H 3.74 -3.96 -0.93
H 2.51 -3.37 1.16
H 2.42 -5.03 0.69
H 0.31 -4.32 1.56
H 0.27 -4.99 -0.06
H -1.56 -5.27 0.68
H -3.77 -5.85 0.62
H -5.65 -4.67 -0.03
H -5.81 -2.59 -1.04
H -4.01 -1.02 -1.21
H -3.23 -2.10 1.62
H -3.86 -0.54 1.09
H -3.14 -0.41 3.40
H -2.15 0.63 2.39
H -1.40 -2.19 3.36
H -0.91 -0.69 4.16
H 0.51 -2.10 4.63
H 2.35 -2.11 5.97
H 4.52 -1.30 5.55
H 5.32 -0.48 3.50
H 4.28 -0.36 1.48
H 3.92 -1.50 -0.06
H 3.03 -0.26 -0.95
H 3.15 -2.16 -2.36
H 1.50 -2.10 -1.79
C 2.44 2.66 -3.54
C 2.50 1.32 -3.91
C 1.65 0.40 -3.32
C 0.74 0.79 -2.35
C 0.65 2.14 -2.01
C 1.50 3.06 -2.60
N -0.10 -0.20 -1.75
C -1.23 -0.54 -2.48
C -1.74 -1.90 -2.16
C -3.13 -2.28 -2.70
C -3.64 -1.42 -3.82
C -3.03 -0.28 -4.12
C -1.83 0.21 -3.44
H 3.11 3.38 -3.99
H 3.22 1.00 -4.66
H 1.69 -0.65 -3.61
H -0.10 2.45 -1.29
H 1.44 4.10 -2.30
H -0.94 -2.61 -2.39
H -3.18 -3.34 -2.95
H -4.52 -1.74 -4.36
H -3.42 0.34 -4.91
H -1.43 1.17 -3.71
O 0.26 1.10 0.59
N 0.98 1.68 1.53
C 2.21 2.10 1.20
C 2.99 2.75 2.13
C 2.49 2.96 3.40
C 1.20 2.55 3.70
C 0.45 1.93 2.73
H 2.49 1.91 0.17
H 3.97 3.10 1.83
H 3.09 3.47 4.14
H 0.76 2.75 4.66
H -0.58 1.65 2.84
O 0.44 6.77 1.31
S 0.49 5.53 0.59
O 1.81 5.01 0.29
N -0.44 4.39 1.28
C -1.46 4.04 0.51
S -2.64 2.92 0.89
C -1.47 4.75 -0.82
C -2.34 4.57 -1.88
C -2.13 5.32 -3.03
C -1.08 6.23 -3.11
C -0.21 6.41 -2.05
C -0.43 5.65 -0.92
H -3.14 3.85 -1.80
H -2.79 5.19 -3.88
H -0.94 6.81 -4.02
H 0.61 7.11 -2.10

Output
LUMO (spin up / spin down) (eV): 2.16 / 2.07
Frontier orbital gap (spin up / spin down) (eV): 5.60 / 6.51
E_HOMO (spin up / spin down) (eV): -3.4 / -4.4
Multiplicity: 2
Charge: -1

These are the Löwdin partial charges, in e, on atoms 1 to 8: number 1, Ti, carries 1.1339; number 2, C, carries -0.1897; number 3, C, carries -0.1904; number 4, C, carries -0.2299; number 5, N, carries -0.0511; number 6, C, carries -0.2504; number 7, C, carries -0.0594; number 8, C, carries -0.1104



# 2
This record from OMol25 describes 2 unconnected molecules or ions with the total composition C4H7NO at a distorted geometry. The level of theory is wB97M-V/def2-TZVPD.

Cartesian coordinates (Å):
C 0.71 -0.06 -0.26
C -1.13 0.75 -0.81
C -1.68 -0.34 -1.71
C 2.01 0.29 1.89
N 1.23 -0.06 0.77
O -1.55 1.04 0.29
H -0.56 1.65 -1.36
H -2.15 -1.04 -0.93
H -0.90 -0.78 -2.45
H -2.36 0.21 -2.30
H 2.45 -0.72 2.17
H 1.52 0.68 2.86
H 2.79 1.05 1.77

Output
LUMO (spin up / spin down) (eV): 1.01 / -2.21
Frontier orbital gap (spin up / spin down) (eV): 6.10 / 7.98
E_HOMO (spin up / spin down) (eV): -5.1 / -10.2
Multiplicity: 3
Charge: 0

These are the natural (NBO) partial charges, in e, on atoms 1 to 8: number 1, C, carries 0.2173; number 2, C, carries 0.0382; number 3, C, carries -0.6397; number 4, C, carries -0.4436; number 5, N, carries -0.5219; number 6, O, carries -0.2646; number 7, H, carries 0.2621; number 8, H, carries 0.2342



# 3
This record from OMol25 describes a molecular structure, C25H32AsF5N6OS6ScTe at a distorted geometry. The level of theory is wB97M-V/def2-TZVPD.

Cartesian coordinates (Å):
Sc -0.52 -0.23 -0.43
C 4.05 0.39 -0.94
C 2.68 0.54 -0.71
N 1.86 -0.45 -0.40
C 2.40 -1.69 -0.32
C 3.76 -1.95 -0.53
C 4.60 -0.86 -0.85
C 4.27 -3.28 -0.42
C 3.46 -4.30 -0.08
C 2.06 -4.07 0.15
C 1.19 -5.10 0.53
C -0.13 -4.80 0.77
C -0.56 -3.48 0.62
N 0.23 -2.49 0.23
C 1.53 -2.78 0.02
H 4.65 1.26 -1.18
H 2.26 1.53 -0.80
H 5.65 -1.03 -1.02
H 5.32 -3.45 -0.59
H 3.84 -5.31 0.02
H 1.56 -6.11 0.65
H -0.83 -5.56 1.10
H -1.56 -3.20 0.91
C -4.93 -3.57 -1.23
C -4.88 -2.11 -1.01
N -5.89 -1.33 -0.75
N -5.35 -0.09 -0.62
C -4.02 -0.06 -0.79
S -2.96 1.23 -0.78
N -3.72 -1.37 -1.02
N -2.42 -1.78 -1.28
H -5.97 -3.88 -1.24
H -4.42 -4.11 -0.43
H -4.48 -3.84 -2.18
H -5.94 0.70 -0.43
H -2.25 -2.65 -0.78
H -2.31 -1.95 -2.28
C 2.29 2.52 1.83
C 1.21 3.42 1.24
As 0.10 2.66 -0.18
C -1.41 3.90 -0.15
C -0.98 5.37 -0.13
C 0.94 3.20 -1.88
C 2.17 4.09 -1.78
H 2.63 2.92 2.79
H 3.16 2.44 1.19
H 1.93 1.50 2.02
H 1.64 4.35 0.86
H 0.49 3.70 2.01
H -2.01 3.64 0.72
H -2.00 3.69 -1.04
H -0.45 5.64 0.78
H -1.86 6.01 -0.20
H -0.34 5.62 -0.98
H 0.14 3.71 -2.44
H 1.15 2.29 -2.44
H 1.95 5.06 -1.34
H 2.60 4.26 -2.76
H 2.95 3.64 -1.16
C -2.57 1.70 4.49
S -1.09 2.12 3.54
C -0.23 0.58 3.57
C -0.52 -0.53 2.85
S -1.86 -0.67 1.71
S 0.49 -1.91 3.19
C 1.57 -1.17 4.34
S 2.88 -1.92 4.95
S 1.10 0.46 4.70
H -3.15 2.61 4.56
H -2.30 1.38 5.50
H -3.14 0.93 3.98
F -0.03 -2.21 -2.49
Te 0.04 -0.80 -3.74
F 0.11 0.53 -5.01
F 0.53 -2.04 -5.01
F -1.73 -1.16 -4.19
F 1.86 -0.60 -3.38
O -0.47 0.31 -2.38

Output
LUMO (eV): -3.54
Frontier orbital gap (eV): 6.37
E_HOMO (eV): -9.9
Multiplicity: 1
Charge: +1

These are the Löwdin partial charges, in e, on atoms 1 to 8: number 1, Sc, carries 0.6255; number 2, C, carries -0.0031; number 3, C, carries -0.1437; number 4, N, carries 0.0650; number 5, C, carries -0.1382; number 6, C, carries -0.1178; number 7, C, carries 0.0360; number 8, C, carries 0.0071